No. 1
335
Properties=species:S:1:pos:R:3 method="wB97M-V/def2-TZVPD" total_charge=+4 e_homo_ev=-14.00 e_tot_ha=-8147.5618 lumo_ev=-6.44 gap_ev=7.5668
C -0.311 -0.119 0.684
F -1.621 0.007 0.845
F 0.075 -0.882 1.688
F 0.009 -0.598 -0.464
S 0.634 1.569 0.893
O 0.443 2.029 2.295
O 1.987 1.234 0.471
O 0.027 2.384 -0.102
C 2.433 -13.543 2.237
C 2.258 -12.066 2.072
C 3.044 -11.401 0.868
C 2.575 -9.939 0.589
P 3.215 -8.610 1.564
C 2.831 -8.787 3.431
C 2.876 -7.634 4.518
C 4.291 -7.180 4.763
C 4.506 -6.656 6.192
C 2.563 -7.114 0.827
C 2.911 -5.783 1.593
C 2.323 -4.575 0.966
C 2.627 -3.213 1.670
C 5.071 -8.553 1.446
C 5.530 -8.838 -0.003
C 7.055 -8.479 -0.154
C 8.017 -9.646 0.407
H 3.478 -13.810 2.393
H 2.105 -14.212 1.442
H 1.944 -13.978 3.108
H 2.451 -11.633 3.053
H 1.191 -11.870 1.965
H 2.822 -12.017 -0.004
H 4.108 -11.560 1.044
H 1.498 -9.816 0.700
H 2.926 -9.729 -0.421
H 3.280 -9.691 3.843
H 1.845 -9.248 3.366
H 2.502 -8.062 5.448
H 2.060 -6.918 4.416
H 4.724 -6.457 4.071
H 4.875 -8.094 4.658
H 5.482 -6.208 6.378
H 4.470 -7.551 6.814
H 3.738 -5.962 6.532
H 1.503 -7.369 0.839
H 2.988 -7.117 -0.177
H 3.974 -5.545 1.532
H 2.591 -5.681 2.630
H 1.253 -4.781 0.965
H 2.825 -4.633 0.000
H 2.295 -2.385 1.044
H 3.699 -3.132 1.851
H 2.052 -3.095 2.588
H 5.662 -9.177 2.116
H 5.435 -7.540 1.617
H 4.995 -8.437 -0.864
H 5.254 -9.888 -0.104
H 7.198 -7.577 0.441
H 7.315 -8.198 -1.175
H 9.069 -9.377 0.314
H 7.868 -10.468 -0.293
H 7.763 -10.009 1.403
C 1.193 -3.610 5.214
C 0.945 -2.179 4.795
C 2.203 -1.254 4.880
C 1.887 0.201 4.485
P 3.244 1.470 4.796
C 2.583 3.148 4.420
C 3.635 4.293 4.503
C 3.319 5.480 3.566
C 3.232 5.308 2.033
C 3.619 1.450 6.615
C 2.512 1.438 7.713
C 2.862 2.047 9.082
C 3.308 3.506 9.121
C 4.805 1.174 3.899
C 4.474 1.047 2.386
C 5.562 0.561 1.373
C 6.498 -0.557 1.916
H 0.375 -4.330 5.261
H 1.559 -3.601 6.241
H 2.046 -4.152 4.808
H 0.180 -1.879 5.512
H 0.431 -2.014 3.848
H 2.989 -1.704 4.273
H 2.608 -1.316 5.890
H 1.091 0.413 5.199
H 1.635 0.182 3.425
H 1.697 3.377 5.012
H 2.343 3.025 3.364
H 4.666 3.985 4.331
H 3.788 4.734 5.488
H 4.194 6.111 3.722
H 2.447 6.054 3.882
H 3.969 4.572 1.713
H 3.457 6.251 1.536
H 2.267 5.050 1.597
H 4.244 2.323 6.807
H 4.308 0.654 6.897
H 2.284 0.395 7.930
H 1.508 1.774 7.452
H 3.630 1.476 9.603
H 1.955 1.927 9.674
H 4.245 3.688 8.595
H 3.419 3.883 10.138
H 2.526 4.107 8.658
H 5.164 0.200 4.232
H 5.578 1.904 4.137
H 4.256 2.098 2.198
H 3.534 0.542 2.161
H 6.174 1.406 1.057
H 5.077 0.237 0.453
H 7.089 -1.062 1.153
H 5.868 -1.267 2.453
H 7.056 -0.230 2.793
C 0.023 10.813 -9.431
C 0.296 10.010 -8.158
C -0.791 9.935 -7.036
C -0.284 9.198 -5.826
P -1.449 9.119 -4.319
C -3.032 8.359 -4.871
C -4.078 8.402 -3.828
C -5.451 7.968 -4.108
C -6.121 8.891 -5.199
C -0.769 8.226 -2.883
C 0.751 8.436 -2.700
C 1.183 7.844 -1.345
C 1.228 6.312 -1.272
C -1.905 10.824 -3.723
C -0.822 11.878 -3.447
C -1.384 13.374 -3.439
C -2.145 13.703 -2.178
H 0.983 10.907 -9.937
H -0.578 11.660 -9.098
H -0.772 10.397 -10.050
H 1.186 10.446 -7.705
H 0.508 8.984 -8.459
H -1.706 9.467 -7.398
H -0.927 10.918 -6.586
H 0.584 9.743 -5.455
H 0.007 8.155 -5.952
H -2.691 7.368 -5.170
H -3.228 8.981 -5.745
H -4.146 9.427 -3.465
H -3.831 7.769 -2.975
H -6.068 7.992 -3.209
H -5.407 6.944 -4.479
H -5.648 8.834 -6.179
H -6.111 9.902 -4.792
H -7.122 8.524 -5.429
H -1.031 7.176 -3.012
H -1.387 8.452 -2.014
H 0.949 9.494 -2.529
H 1.307 8.063 -3.561
H 0.553 8.340 -0.607
H 2.143 8.213 -0.984
H 1.612 5.935 -0.324
H 1.951 6.019 -2.033
H 0.346 5.715 -1.506
H -2.420 10.625 -2.783
H -2.527 11.288 -4.488
H -0.054 11.920 -4.220
H -0.199 11.722 -2.566
H -2.135 13.558 -4.208
H -0.532 14.044 -3.549
H -1.541 14.366 -1.558
H -2.229 12.780 -1.603
H -3.113 14.129 -2.441
C 3.916 -2.283 -2.924
C 2.565 -1.927 -2.283
C 1.710 -1.111 -3.293
C 2.169 0.380 -3.222
P 1.328 1.643 -4.214
C 2.235 1.754 -5.887
C 1.763 0.736 -6.911
C 2.796 0.609 -7.943
C 4.104 -0.097 -7.617
C 1.632 3.243 -3.416
C 3.072 3.681 -3.143
C 3.641 3.547 -1.776
C 4.857 4.452 -1.561
C -0.610 1.287 -4.414
C -1.436 1.155 -3.093
C -2.934 1.340 -3.370
C -3.389 0.351 -4.449
H 4.492 -1.553 -3.493
H 3.637 -3.087 -3.604
H 4.577 -2.734 -2.184
H 2.664 -1.476 -1.296
H 1.962 -2.834 -2.253
H 0.664 -1.135 -2.989
H 1.689 -1.498 -4.312
H 3.226 0.330 -3.482
H 2.201 0.641 -2.164
H 3.240 1.555 -5.515
H 2.203 2.793 -6.216
H 0.848 1.052 -7.413
H 1.646 -0.231 -6.422
H 2.881 1.633 -8.307
H 2.319 0.134 -8.800
H 3.917 -1.166 -7.514
H 4.679 0.316 -6.789
H 4.775 0.046 -8.464
H 1.053 3.296 -2.494
H 1.134 3.993 -4.030
H 3.237 4.718 -3.436
H 3.731 3.136 -3.820
H 3.938 2.500 -1.711
H 2.914 3.504 -0.965
H 5.277 4.269 -0.572
H 4.565 5.490 -1.405
H 5.745 4.314 -2.178
H -0.702 0.419 -5.067
H -0.803 2.206 -4.968
H -1.190 1.922 -2.358
H -1.169 0.173 -2.703
H -3.137 2.389 -3.587
H -3.553 1.043 -2.524
H -2.941 -0.634 -4.315
H -3.230 0.578 -5.503
H -4.444 0.243 -4.197
C -6.708 6.539 6.796
C -7.470 5.362 5.980
C -6.527 4.704 4.984
C -5.279 4.105 5.672
P -4.045 3.387 4.537
C -5.068 2.907 3.012
C -4.273 2.326 1.775
C -5.047 1.361 0.803
C -5.738 0.015 1.289
C -3.167 1.810 5.169
C -4.139 0.654 5.068
C -3.459 -0.694 5.389
C -2.372 -1.099 4.299
C -2.965 4.699 3.968
C -1.470 4.297 3.547
C -0.695 5.501 2.804
C -1.330 5.943 1.515
H -5.837 6.193 7.353
H -7.378 7.004 7.519
H -6.218 7.339 6.240
H -8.347 5.782 5.489
H -7.883 4.586 6.624
H -6.242 5.405 4.199
H -7.079 3.915 4.474
H -5.515 3.248 6.303
H -4.643 4.706 6.323
H -5.764 3.679 2.682
H -5.736 2.152 3.427
H -3.678 1.533 2.229
H -3.699 3.164 1.381
H -4.257 1.073 0.111
H -5.728 2.079 0.346
H -4.908 -0.616 1.605
H -6.460 -0.455 0.621
H -6.229 0.251 2.233
H -2.765 2.060 6.151
H -2.316 1.454 4.589
H -4.603 0.508 4.092
H -4.868 0.832 5.859
H -4.305 -1.364 5.546
H -2.953 -0.669 6.354
H -1.484 -0.467 4.321
H -2.718 -1.023 3.268
H -2.110 -2.149 4.429
H -2.940 5.323 4.861
H -3.521 5.208 3.181
H -1.527 3.436 2.882
H -0.941 4.001 4.452
H 0.378 5.332 2.710
H -0.546 6.177 3.646
H -2.344 6.318 1.654
H -1.321 5.205 0.714
H -0.806 6.760 1.018
C 0.194 -5.391 -2.184
C 0.042 -5.577 -3.687
C -0.255 -7.040 -4.136
C -1.171 -7.818 -3.330
P -2.972 -7.722 -3.922
C -3.894 -9.018 -3.134
C -3.605 -10.470 -3.615
C -3.048 -11.426 -2.512
C -4.147 -11.823 -1.519
C -3.697 -6.160 -3.480
C -3.867 -5.947 -1.889
C -4.106 -4.433 -1.604
C -4.562 -4.236 -0.131
C -3.101 -7.955 -5.615
C -4.515 -7.858 -6.301
C -4.455 -8.220 -7.749
C -4.044 -9.690 -8.100
H -0.727 -4.988 -1.764
H 0.987 -4.747 -1.805
H 0.435 -6.306 -1.642
H 0.864 -5.133 -4.249
H -0.650 -4.772 -3.936
H 0.645 -7.649 -4.048
H -0.568 -7.005 -5.180
H -1.055 -7.512 -2.291
H -0.994 -8.889 -3.431
H -4.970 -8.893 -3.255
H -3.698 -8.966 -2.063
H -2.782 -10.513 -4.329
H -4.427 -10.991 -4.107
H -2.163 -11.061 -1.991
H -2.818 -12.395 -2.955
H -3.807 -12.714 -0.991
H -5.022 -12.218 -2.036
H -4.430 -11.139 -0.719
H -4.643 -6.061 -4.012
H -3.169 -5.304 -3.902
H -2.953 -6.141 -1.326
H -4.747 -6.495 -1.551
H -4.917 -4.024 -2.207
H -3.374 -3.637 -1.742
H -4.752 -3.214 0.198
H -3.744 -4.616 0.482
H -5.523 -4.681 0.128
H -2.477 -8.789 -5.936
H -2.588 -7.152 -6.145
H -4.903 -6.869 -6.058
H -5.189 -8.549 -5.796
H -3.736 -7.502 -8.144
H -5.465 -8.069 -8.130
H -3.700 -9.797 -9.129
H -4.965 -10.246 -7.928
H -3.205 -10.039 -7.498
N -2.353 4.463 7.241
S -2.415 5.893 7.847
O -2.350 7.094 6.997
O -1.904 6.132 9.157
F -3.904 5.729 8.419
S -0.651 4.522 7.218
O -0.077 4.274 8.558
O 0.067 5.448 6.316
F -0.524 3.128 6.436

---

No. 2
23
Properties=species:S:1:pos:R:3 method="wB97M-V/def2-TZVPD" total_charge=-1 relative_energy_kcal_mol=0.0 e_homo_ev=-3.20 e_tot_ha=-776.2405 lumo_ev=3.37 gap_ev=6.5681
C -0.010 -1.493 -1.461
C -1.325 -1.605 -0.951
C -1.247 -1.940 0.433
C 0.152 -2.071 0.787
C 0.920 -1.723 -0.389
Al 0.129 0.002 0.743
C -0.834 1.529 -0.247
C 0.531 1.824 -0.801
C 0.760 2.740 -1.821
N 1.466 1.068 -0.151
H -2.080 -2.226 1.079
H -2.241 -1.553 -1.531
H 0.551 -2.540 1.687
H 1.998 -1.848 -0.481
H 0.258 -1.362 -2.511
H -1.598 1.342 -1.006
H 2.417 1.069 -0.524
H -1.162 2.241 0.522
H -0.106 3.239 -2.249
H 1.762 2.973 -2.163
O 0.058 -0.038 4.850
C -0.113 0.106 3.683
N -0.285 0.264 2.502